Entry 1:
Here is a cluster of 2 separate species, CH4N3O2 in total in a non-equilibrium geometry from the Open Molecules 2025 dataset. Energies are from the ωB97M-V functional and the def2-TZVPD basis.

Summary:
E_HOMO = -2.8 eV
DFT total energy = -355.094530 a.u.
Relative energy (zero: lowest compared OMol25 entry of this formula, charge and spin) = 4.3065 eV
LUMO energy = 3.75 eV

```
! RIJCOSX wB97M-V def2-TZVPD def2/J DEFGRID3
* xyz -1 1
C -0.0209 1.1576 0.1299
N 1.9312 0.0340 -0.2626
N -1.2630 -1.8551 -0.1542
N 0.7073 -0.1510 0.0193
O -2.2688 -1.2049 -0.5945
O 2.6616 -0.9511 -0.5106
H 0.0343 1.5949 1.1383
H 0.2837 1.8518 -0.6114
H -1.1295 0.9334 -0.0293
H -0.9359 -1.4095 0.8751
*
```



Entry 2:
Here is a structure of composition C3H9N2O in a non-equilibrium geometry from the Open Molecules 2025 dataset. Energies are from the ωB97M-V functional and the def2-TZVPD basis.

Summary:
E_HOMO (spin up / spin down) = -13.5 / -13.5 eV
DFT total energy = -304.000793 a.u.
Relative energy (zero: lowest compared OMol25 entry of this formula, charge and spin) = 6.7910 eV
LUMO energy (spin up / spin down) = -5.04 / -5.07 eV

```
! RIJCOSX wB97M-V def2-TZVPD def2/J DEFGRID3
* xyz 1 1
C 1.6632 1.3375 -0.7128
C -0.6826 -1.7408 0.6438
C -2.1820 1.1275 -0.6843
N -0.7200 -0.2935 0.5155
N 1.5381 0.3721 0.1005
O -1.7186 0.0219 -0.2378
H 0.8067 1.9736 -0.8885
H -1.6190 -2.2950 1.0660
H -0.5752 -2.1879 -0.3526
H 0.1082 -1.9407 1.2739
H 2.5890 1.5396 -1.2304
H -1.5987 2.0971 -0.7475
H -2.9973 0.9742 -1.3570
H 0.3499 0.1172 0.6425
H 2.3883 -0.0618 0.2028
*
```



Entry 3:
Here is a structure of composition C30H38IrN4O2 in a non-equilibrium geometry from the Open Molecules 2025 dataset. Energies are from the ωB97M-V functional and the def2-TZVPD basis.

Summary:
E_HOMO (spin up / spin down) = -0.1 / -5.9 eV
DFT total energy = -1639.584820 a.u.
<S²> = 6.01
Relative energy (zero: lowest compared OMol25 entry of this formula, charge and spin) = 0.0000 eV
LUMO energy (spin up / spin down) = 2.16 / 0.33 eV

```
! RIJCOSX wB97M-V def2-TZVPD def2/J DEFGRID3
* xyz -1 5
Ir 0.5737 -0.1192 0.5201
N -0.6511 -2.3297 2.8921
N -0.2767 -2.2648 -0.6061
C 1.6938 1.6929 0.0431
C 2.5889 0.6109 0.3541
C 2.3283 0.2022 1.7103
C 2.9435 -0.9275 2.4635
H 3.5348 -1.5565 1.7956
H 2.1567 -1.5340 2.9287
H 3.5913 -0.5492 3.2585
C 1.3179 1.0658 2.2320
C 0.8503 1.0410 3.6390
H 1.5881 1.4900 4.3179
H 0.7067 -0.0022 3.9414
H -0.0915 1.5933 3.6927
C 0.8666 1.9307 1.1881
C -0.1810 2.9849 1.3074
H -1.0148 2.6061 1.9043
H -0.5501 3.2642 0.3188
H 0.2283 3.8779 1.7942
C 3.6133 -0.0190 -0.5256
H 4.5651 -0.0932 0.0102
H 3.7531 0.5712 -1.4328
H 3.3122 -1.0370 -0.8032
C 1.6044 2.4889 -1.2136
H 0.5544 2.5845 -1.5086
H 2.1565 1.9946 -2.0136
H 2.0007 3.5035 -1.0782
C -1.5697 -2.7960 3.7461
H -1.6281 -2.3331 4.7407
C -2.4401 -3.8515 3.4366
H -3.2090 -4.1096 4.1523
C -2.2128 -4.5816 2.2697
H -2.7688 -5.4874 2.0534
C -1.2429 -4.1105 1.3944
H -0.9606 -4.6286 0.4821
C -0.5763 -2.9092 1.7039
C 0.3182 -2.3088 0.6978
H 1.3110 -2.7943 0.7291
C -0.1852 -0.9631 -1.0086
C -0.2731 -3.0838 -1.7341
H -0.3637 -4.1548 -1.6351
C -0.2486 -2.2853 -2.8218
H -0.2563 -2.5118 -3.8715
N -0.1774 -0.9502 -2.3774
C -0.0899 0.1921 -3.2615
C 1.0919 0.4089 -3.9937
C 1.1379 1.5040 -4.8625
H 2.0538 1.7035 -5.4197
C 0.0327 2.3352 -5.0371
C 0.0946 3.5010 -5.9777
H 0.0644 4.4512 -5.4261
H -0.7579 3.4924 -6.6702
H 1.0217 3.4638 -6.5600
C -1.1429 2.0582 -4.3380
H -2.0223 2.6809 -4.5027
C -1.2288 0.9849 -3.4495
C -2.5150 0.6502 -2.7638
H -2.9246 -0.3124 -3.1019
H -3.2447 1.4281 -3.0131
H -2.4060 0.6063 -1.6714
C 2.2839 -0.4886 -3.8749
H 2.3258 -1.2013 -4.7134
H 2.2893 -1.0587 -2.9378
H 3.2039 0.1152 -3.9280
N -1.9265 0.3113 5.0622
C -3.2541 0.5900 4.4568
C -3.0638 0.3965 2.9367
O -4.1279 0.3752 2.2917
O -1.8564 0.2784 2.5748
H -1.4193 -0.3898 4.4866
H -1.9653 -0.0003 6.0325
H -1.3746 1.1734 5.0134
H -4.0080 -0.0793 4.8769
H -3.5518 1.6189 4.6836
*
```



- The lowest relative energy (zero: lowest compared OMol25 entry of this formula, charge and spin) belongs to which entry?
  C30H38IrN4O2



- The lowest DFT total energy belongs to which entry?
  C30H38IrN4O2